--- 1 ---
ORCA calculation (ωB97M-V/def2-TZVPD) on the ion C6H12NO with charge +1.

Each atom is followed by the atoms it is bonded to, with distances in Å.
Geometry (Å):
1 C -2.51 0.00 -0.64  C2 1.318, H9 1.076, H10 1.076
2 C -1.44 0.40 0.01  C1 1.318, C5 1.646, C6 1.493
3 C 0.19 -1.68 -0.56  C4 1.505, C5 1.501, H11 1.080, H12 1.079
4 C 0.94 -0.92 0.50  C3 1.505, C5 1.501, N7 1.479, H13 1.079
5 C 0.03 -0.19 -0.44  C2 1.646, C3 1.501, C4 1.501, O8 1.397
6 C -1.40 1.37 1.14  C2 1.493, H14 1.086, H15 1.091, H16 1.087
7 N 2.36 -0.65 0.19  C4 1.479, H17 1.028, H18 1.025, H19 1.049
8 O 0.74 0.61 -1.33  C5 1.397, H20 0.967
9 H -3.49 0.37 -0.37  C1 1.076
10 H -2.47 -0.71 -1.45  C1 1.076
11 H 0.75 -2.08 -1.39  C3 1.080
12 H -0.62 -2.31 -0.24  C3 1.079
13 H 0.72 -1.06 1.55  C4 1.079
14 H -0.45 1.34 1.66  C6 1.086
15 H -1.55 2.39 0.77  C6 1.091
16 H -2.20 1.15 1.85  C6 1.087
17 H 2.89 -1.51 0.00  N7 1.028
18 H 2.83 -0.12 0.93  N7 1.025
19 H 2.30 -0.06 -0.68  N7 1.049
20 H 0.21 0.76 -2.13  O8 0.967

Properties
**SMILES string**: C=C(C)[C@]1(O)C[C@H]1[NH3+]
**E_HOMO**: -13.38 eV
**Total charge**: +1
**HOMO-LUMO gap**: 10.00 eV



--- 2 ---
ORCA calculation (ωB97M-V/def2-TZVPD) on a cluster of 2 separate species, C6H12NO in total.

Each atom is followed by the atoms it is bonded to, with distances in Å.
Geometry (Å):
1 C 3.12 -2.22 -0.06  O8 1.127
2 C 0.16 -1.40 0.35  N7 1.319, H9 1.091, H10 1.040
3 C 1.39 1.51 0.98  C5 1.538, H11 1.152, H12 1.135, H13 1.093
4 C -2.46 0.28 -1.09  C6 1.588, H14 1.154, H15 1.117, H16 1.100
5 C -0.02 0.88 0.98  C3 1.538, N7 1.433, H17 1.147, H18 1.129
6 C -0.89 0.09 -1.19  C4 1.588, N7 1.419, H19 1.058, H20 1.044
7 N -0.20 -0.17 0.03  C2 1.319, C5 1.433, C6 1.419
8 O 3.45 -3.25 0.25  C1 1.127
9 H -0.26 -2.28 -0.14  C2 1.091
10 H 0.71 -1.67 1.18  C2 1.040
11 H 2.07 0.64 0.66  C3 1.152
12 H 1.65 2.22 0.14  C3 1.135
13 H 1.88 1.91 1.88  C3 1.093
14 H -2.90 0.59 -2.11  C4 1.154
15 H -2.90 -0.66 -0.70  C4 1.117
16 H -2.54 1.07 -0.33  C4 1.100
17 H -0.84 1.60 0.66  C5 1.147
18 H -0.31 0.48 2.00  C5 1.129
19 H -0.53 0.99 -1.60  C6 1.058
20 H -0.57 -0.62 -1.89  C6 1.044

Properties
**E_HOMO**: -15.98 eV
**Total charge**: +1
**HOMO-LUMO gap**: 10.72 eV



--- 3 ---
ORCA calculation (ωB97M-V/def2-TZVPD) on the ion C6H12NO with charge +1.

Each atom is followed by the atoms it is bonded to, with distances in Å.
Geometry (Å):
1 C 0.48 1.18 -0.56  C2 1.567, C4 1.582, H9 1.167, H10 1.113
2 C 1.80 0.84 0.21  C1 1.567, C3 1.496, O8 1.433, H11 0.991
3 C 1.79 -0.60 0.61  C2 1.496, N7 1.497, O8 1.340, H12 0.997
4 C -0.50 0.00 -0.14  C1 1.582, C5 1.496, C6 1.517, N7 1.580
5 C -1.46 -0.33 -1.24  C4 1.496, H13 1.079, H14 1.071, H15 1.058
6 C -1.22 0.28 1.16  C4 1.517, H16 1.129, H17 1.022, H18 1.095
7 N 0.50 -1.19 0.13  C3 1.497, C4 1.580, H19 1.064, H20 1.034
8 O 2.59 -0.20 -0.39  C2 1.433, C3 1.340
9 H 0.05 2.18 -0.15  C1 1.167
10 H 0.44 1.33 -1.66  C1 1.113
11 H 2.27 1.67 0.50  C2 0.991
12 H 2.16 -1.05 1.42  C3 0.997
13 H -1.87 -1.32 -1.14  C5 1.079
14 H -1.15 -0.05 -2.23  C5 1.071
15 H -2.40 0.14 -1.20  C5 1.058
16 H -1.71 -0.66 1.55  C6 1.129
17 H -1.98 0.96 1.10  C6 1.022
18 H -0.55 0.49 2.01  C6 1.095
19 H 0.65 -1.78 -0.75  N7 1.064
20 H 0.10 -1.90 0.76  N7 1.034

Properties
**SMILES string**: CC1(C)C[C@@H]2O[C@@H]2[NH2+]1
**E_HOMO**: -15.34 eV
**Total charge**: +1
**HOMO-LUMO gap**: 12.18 eV



Least stable of them? 3.



--- 1 ---
ORCA calculation (ωB97M-V/def2-TZVPD) on a cluster of 2 separate species, C4H12S4 in total.

Each atom is followed by the atoms it is bonded to, with distances in Å.
Geometry (Å):
1 S 2.52 1.87 -0.34  S2 2.107, H5 1.350
2 S 0.54 2.54 -0.17  S1 2.107, C4 1.832
3 C -1.17 3.60 -2.00  C4 1.489, H6 1.103, H7 1.103, H8 1.103
4 C -0.04 2.63 -1.91  S2 1.832, C3 1.489, H9 1.107, H10 1.107
5 H 2.23 0.56 -0.19  S1 1.350
6 H -1.49 3.67 -3.05  C3 1.103
7 H -0.89 4.60 -1.65  C3 1.103
8 H -2.03 3.24 -1.39  C3 1.103
9 H -0.41 1.61 -2.15  C4 1.107
10 H 0.76 2.87 -2.62  C4 1.107
11 S -1.62 -3.07 -0.10  S12 1.974, H15 1.350
12 S -0.17 -4.24 0.53  S11 1.974, C14 1.821
13 C 0.51 -2.00 2.04  C14 1.495, H16 1.103, H17 1.103, H18 1.103
14 C 0.16 -3.45 2.14  S12 1.821, C13 1.495, H19 1.107, H20 1.107
15 H -0.95 -2.06 -0.69  S11 1.350
16 H 1.46 -1.87 1.49  C13 1.103
17 H 0.64 -1.60 3.06  C13 1.103
18 H -0.28 -1.43 1.53  C13 1.103
19 H 0.99 -3.93 2.69  C14 1.107
20 H -0.75 -3.55 2.76  C14 1.107

Properties
**SMILES string**: CCSS.CCSS
**E_HOMO**: -9.16 eV
**Total charge**: 0
**HOMO-LUMO gap**: 9.54 eV



--- 2 ---
ORCA calculation (ωB97M-V/def2-TZVPD) on a cluster of 2 separate species, C4H12S4 in total.

Each atom is followed by the atoms it is bonded to, with distances in Å.
Geometry (Å):
1 S -3.27 -2.29 0.86  S2 2.124, H5 1.350
2 S -2.56 -1.12 2.48  S1 2.124, C4 1.820
3 C -3.08 1.28 1.18  C4 1.521, H6 1.103, H7 1.103, H8 1.103
4 C -3.53 0.42 2.35  S2 1.820, C3 1.521, H9 1.107, H10 1.107
5 H -2.59 -1.88 -0.24  S1 1.350
6 H -2.09 1.76 1.25  C3 1.103
7 H -3.85 2.06 1.08  C3 1.103
8 H -3.10 0.65 0.27  C3 1.103
9 H -3.48 1.08 3.23  C4 1.107
10 H -4.60 0.20 2.14  C4 1.107
11 S 0.49 -0.92 -0.65  S12 2.038, H15 1.350
12 S 2.00 -0.96 -2.02  S11 2.038, C14 1.854
13 C 4.57 0.15 -2.18  C14 1.560, H16 1.103, H17 1.103, H18 1.103
14 C 3.31 0.11 -1.26  S12 1.854, C13 1.560, H19 1.107, H20 1.107
15 H 0.93 -1.93 0.14  S11 1.350
16 H 5.22 -0.74 -2.20  C13 1.103
17 H 5.15 1.01 -1.83  C13 1.103
18 H 4.22 0.36 -3.21  C13 1.103
19 H 3.44 -0.33 -0.25  C14 1.107
20 H 2.80 1.09 -1.13  C14 1.107

Properties
**SMILES string**: CCSS.CCSS
**E_HOMO**: -9.02 eV
**Total charge**: 0
**HOMO-LUMO gap**: 9.43 eV



Least stable of them? 2.



--- 1 ---
ORCA calculation (ωB97M-V/def2-TZVPD) on the ion C2H2NO3 with charge -1.

Each atom is followed by the atoms it is bonded to, with distances in Å.
Geometry (Å):
1 O 1.59 1.78 -0.70  C2 1.238
2 C 0.95 1.02 0.04  O1 1.238, N3 1.328, H7 1.096
3 N -0.20 0.41 -0.23  C2 1.328, C4 1.796, H8 1.021
4 C -0.98 -1.13 0.28  N3 1.796, O5 1.205, O6 1.203
5 O -0.92 -1.37 1.46  C4 1.205
6 O -1.43 -1.61 -0.73  C4 1.203
7 H 1.30 0.80 1.05  C2 1.096
8 H -0.31 0.09 -1.19  N3 1.021

Properties
**SMILES string**: O=CNC(=O)[O-]
**E_HOMO**: -5.02 eV
**Total charge**: -1
**HOMO-LUMO gap**: 9.30 eV



--- 2 ---
ORCA calculation (ωB97M-V/def2-TZVPD) on the ion C2H2NO3 with charge -1.

Each atom is followed by the atoms it is bonded to, with distances in Å.
Geometry (Å):
1 C -1.19 -0.70 0.27  N3 1.472, O4 1.163, O5 1.182
2 C 1.31 0.38 -0.11  N3 1.401, O6 1.194, H7 1.093
3 N -0.06 0.08 -0.25  C1 1.472, C2 1.401, H8 1.098
4 O -0.84 -1.08 1.31  C1 1.163
5 O -2.15 -0.63 -0.42  C1 1.182
6 O 2.33 -0.24 -0.16  C2 1.194
7 H 1.52 1.44 -0.22  C2 1.093
8 H -0.90 0.76 -0.43  N3 1.098

Properties
**SMILES string**: O=CNC(=O)[O-]
**E_HOMO**: -4.22 eV
**Total charge**: -1
**HOMO-LUMO gap**: 8.45 eV



Least stable of them? 2.